C33H55BBr2N7O | ωB97M-V/def2-TZVPD

```
99
Properties=species:S:1:pos:R:3:mulliken_charge:R:1
C 1.861 1.594 3.275 -1.0913
C 1.536 1.965 2.068 -0.5079
C 1.352 0.993 0.963 -0.9459
C 1.752 1.426 -0.474 -0.3500
C 3.216 1.281 -0.967 0.9569
C 3.648 2.671 -1.501 -1.6815
C 4.212 0.875 0.114 -0.3210
C 5.600 0.588 -0.480 -1.2428
C 0.638 0.941 -1.389 -1.1176
N -0.345 0.015 -0.670 1.3951
C -1.652 0.389 -1.316 -1.1118
N -2.645 -0.661 -1.260 -0.0656
C -3.159 -0.984 0.078 -0.5620
C -0.058 -1.424 -0.994 -1.0570
Br 1.691 -1.995 -0.289 0.1603
C -0.102 -1.781 -2.510 0.1325
C -0.490 -3.261 -2.594 -1.4028
Br 1.638 -1.652 -3.431 -0.0460
C -0.072 0.363 0.777 -0.9434
B -1.064 1.287 1.629 0.8817
O -1.266 0.842 2.901 -0.9025
N -1.784 2.483 1.150 0.6296
C -3.259 2.339 1.373 -1.2415
C -1.359 3.746 1.796 -1.2268
H 1.478 2.184 4.093 0.2959
H 2.463 0.720 3.486 0.3118
H 1.456 3.034 1.890 0.5327
H 2.007 0.171 1.255 0.5367
H 1.595 2.505 -0.437 0.9740
H 3.243 0.624 -1.838 -0.4035
H 2.826 3.181 -2.005 0.4727
H 4.467 2.606 -2.210 0.3560
H 3.923 3.308 -0.662 0.3991
H 3.875 -0.078 0.529 0.0908
H 4.269 1.587 0.935 0.4446
H 5.811 1.186 -1.363 0.2460
H 5.662 -0.447 -0.796 0.3261
H 6.385 0.810 0.233 0.3913
H 0.863 0.702 -2.423 0.9722
H 0.047 1.849 -1.496 0.1984
H -1.441 0.538 -2.368 0.9082
H -2.050 1.350 -0.984 -0.3324
H -3.416 -0.404 -1.864 0.3836
H -3.858 -0.224 0.423 0.2904
H -3.733 -1.903 -0.002 0.4380
H -2.359 -1.188 0.784 -0.0211
H -0.735 -2.084 -0.481 1.0289
H -0.839 -1.252 -3.097 0.3185
H -0.020 -3.845 -1.807 0.3657
H -0.215 -3.670 -3.554 0.4601
H -1.565 -3.376 -2.465 0.3770
H -0.185 -0.589 1.295 0.0514
H -1.676 1.532 3.450 0.1790
H -3.786 2.567 0.448 0.0847
H -3.606 3.028 2.137 0.5591
H -3.522 1.359 1.753 0.3785
H -0.463 4.103 1.292 0.3054
H -2.086 4.534 1.659 0.4651
H -1.098 3.656 2.858 0.2835
N -3.166 3.805 -2.188 0.0499
C -4.461 4.153 -2.474 -0.3849
C -4.509 4.547 -3.783 -0.5951
C -3.195 4.429 -4.312 -0.6708
C -2.390 3.968 -3.307 -0.3536
H -2.834 3.481 -1.296 0.2460
H -5.231 4.092 -1.723 0.3829
H -5.389 4.883 -4.306 0.4070
H -2.880 4.659 -5.316 0.4189
H -1.336 3.745 -3.289 0.4287
N -1.582 -1.507 4.558 0.1771
C -1.187 -1.433 5.865 -0.2810
C -1.253 -2.693 6.401 -0.8213
C -1.702 -3.565 5.376 -0.3592
C -1.893 -2.805 4.252 -0.4884
H -1.635 -0.728 3.919 0.2935
H -0.894 -0.493 6.303 0.3716
H -1.007 -2.960 7.415 0.4006
H -1.866 -4.628 5.453 0.4820
H -2.225 -3.078 3.263 0.3405
N -1.928 -6.428 2.486 0.0893
C -3.285 -6.233 2.471 -0.4431
C -3.875 -7.341 3.015 -0.4841
C -2.835 -8.240 3.376 -0.3567
C -1.648 -7.648 3.040 -0.5398
H -1.244 -5.778 2.144 0.1430
H -3.710 -5.325 2.077 0.3901
H -4.934 -7.492 3.143 0.4112
H -2.948 -9.209 3.832 0.4140
H -0.632 -7.988 3.146 0.3836
N 4.688 0.521 -4.398 0.1844
C 4.323 1.749 -4.885 -0.4500
C 5.463 2.489 -5.050 -0.5459
C 6.559 1.675 -4.653 -0.3135
C 6.049 0.468 -4.258 -0.7280
H 4.053 -0.222 -4.176 0.1151
H 3.289 1.987 -5.070 0.4025
H 5.508 3.501 -5.418 0.4281
H 7.601 1.946 -4.658 0.4422
H 6.534 -0.421 -3.891 0.4058
```

Output
Total charge: +1
Orbital gap: 7.2 eV

=====

C33H55Br5ClF3I2NO7PS4 | ωB97M-V/def2-TZVPD

```
112
Properties=species:S:1:pos:R:3:mulliken_charge:R:1
C 6.666 2.049 1.601 -1.0385
C 6.506 2.914 0.363 -0.3593
S 4.804 3.071 -0.215 -0.0856
C 4.831 1.543 -1.196 -1.0355
C 3.674 1.291 -2.156 0.9527
Br 2.466 2.862 -2.143 -0.1897
C 4.174 0.991 -3.575 -1.1039
C 4.490 2.087 -4.589 -0.2897
C 3.305 2.755 -5.282 -1.1847
Br 5.749 3.407 -3.928 -0.1494
O 2.859 0.273 -1.612 0.1667
C 2.589 -0.974 -2.241 -1.7217
C 3.779 -1.908 -2.308 -0.4134
I 4.916 -2.168 -0.566 0.1529
C 4.098 -2.555 -3.425 0.6822
C 3.435 -2.421 -4.768 -1.2686
I 5.675 -3.911 -3.568 0.1124
C 1.306 -1.536 -1.534 2.5584
C 1.103 -2.971 -1.993 -0.4421
C 1.894 -4.040 -1.292 -0.7823
N 2.282 -5.046 -1.955 -0.6146
C 1.389 -1.307 -0.010 -0.0922
C 0.572 -2.213 0.926 -1.3471
C 1.366 -2.747 2.116 -1.0933
S 1.458 -1.409 3.318 -0.2593
O 0.297 -0.639 -2.083 0.1348
C -1.097 -0.865 -2.151 1.0977
C -1.648 -1.284 -0.791 -1.2007
C -3.169 -1.520 -0.702 -1.7536
C -3.796 -1.213 0.642 0.5402
F -5.029 -1.811 0.685 -0.4102
Br -2.736 -1.960 2.093 0.0095
C -4.054 0.270 1.000 0.3796
F -2.903 0.918 1.227 -0.1492
F -4.801 0.329 2.122 -0.1928
Br -5.034 1.197 -0.376 -0.1254
C -1.653 -1.816 -3.259 -1.9511
C -0.862 -1.940 -4.568 0.8397
C -1.585 -1.392 -5.804 -1.3516
Br -0.479 -3.842 -4.924 -0.1535
P -1.801 0.854 -2.484 0.0415
O -0.959 1.690 -1.390 -0.4405
Cl -0.728 1.280 -4.198 -0.2410
H 7.671 2.141 2.012 0.3807
H 5.944 2.318 2.368 0.2792
H 6.513 0.999 1.356 0.2372
H 7.087 2.490 -0.455 0.2313
H 6.873 3.923 0.524 0.4426
H 5.765 1.543 -1.746 0.5520
H 4.784 0.721 -0.493 0.0551
H 3.486 0.335 -4.100 0.1802
H 5.088 0.409 -3.447 0.5144
H 5.059 1.568 -5.354 0.6313
H 3.081 3.727 -4.860 0.3650
H 2.417 2.135 -5.190 0.1954
H 3.535 2.894 -6.335 0.4015
H 2.262 -0.806 -3.259 0.4612
H 3.372 -3.392 -5.248 0.6105
H 4.059 -1.797 -5.411 0.3938
H 2.437 -2.000 -4.730 -0.0145
H 1.385 -3.074 -3.035 -0.5031
H 0.048 -3.246 -1.969 1.0685
H 2.117 -3.938 -0.233 0.2828
H 2.781 -5.704 -1.358 0.3241
H 2.417 -1.300 0.328 0.4902
H 1.055 -0.283 0.128 0.2557
H -0.264 -1.653 1.343 -0.4324
H 0.140 -3.071 0.416 0.8743
H 2.370 -3.049 1.822 0.5801
H 0.878 -3.622 2.539 0.4204
H 2.520 -1.795 4.021 0.1245
H -1.160 -2.203 -0.481 0.1837
H -1.359 -0.529 -0.061 1.0650
H -3.368 -2.583 -0.825 0.2383
H -3.730 -1.009 -1.481 0.6411
H -1.817 -2.800 -2.825 0.7531
H -2.645 -1.446 -3.523 0.6970
H 0.101 -1.455 -4.469 -0.5329
H -2.032 -2.187 -6.389 0.4283
H -0.889 -0.861 -6.448 0.3021
H -2.357 -0.684 -5.518 0.3895
H 0.003 1.552 -1.491 0.1881
C -3.704 -1.477 7.038 -0.6561
C -4.128 -0.525 5.909 -0.6596
C -2.909 -0.319 5.002 0.4646
S -1.921 -1.818 5.150 1.2026
O -0.673 -1.486 5.783 -0.6805
O -1.949 -2.551 3.905 -0.6003
C -2.966 -2.626 6.361 -0.8328
H -4.560 -1.837 7.607 0.3860
H -3.033 -0.962 7.729 0.3062
H -4.941 -0.977 5.337 0.2753
H -4.488 0.426 6.296 0.3752
H -3.168 -0.187 3.954 -0.7467
H -2.279 0.504 5.335 0.3808
H -2.333 -3.210 7.024 0.4402
H -3.649 -3.280 5.818 0.3437
C -5.210 3.548 3.244 -0.1885
C -4.170 4.255 2.363 -0.4484
C -4.403 5.764 2.509 -0.7410
S -5.110 6.008 4.148 1.1416
O -6.453 6.507 4.005 -0.6559
O -4.170 6.692 4.998 -0.6657
C -5.186 4.272 4.585 -0.7691
H -4.989 2.489 3.362 -0.0656
H -6.201 3.635 2.794 0.3326
H -3.165 4.001 2.704 0.2874
H -4.247 3.949 1.320 0.2587
H -3.489 6.350 2.448 0.3779
H -5.130 6.140 1.792 0.3706
H -6.068 4.112 5.200 0.4521
H -4.284 4.044 5.152 0.3314
```

Output
Orbital gap: 8.2 eV

=====

Total energy values, unit a.u., following the record order: -6921.52937, -18031.14094.
HOMO level values, unit eV, following the record order: -9.94, -8.35.
Max |F| values, unit eV/A, following the record order: 2.8, 4.1.